# 1
The following is a quantum chemistry calculation of a gas-phase ion, C5H13N4 (charge +1) in a non-equilibrium geometry, from the OMol25 dataset.

Calculated values
E: -11346.8099 eV
energy relative to the best compared isomer or geometry (same formula, charge and spin): 3.3018 eV
net charge: +1
SMILES string: CC(C)(N)C[NH+]=C=NN

Each line ends with the Mulliken charge.
Element x y z (Å)
C -1.513 0.237 1.419  -1.45
C -1.066 0.153 -0.103  1.72
C -2.253 0.117 -0.992  -1.73
N -0.104 1.260 -0.317  -0.61
C -0.456 -1.167 -0.406  -1.28
N 0.834 -1.324 0.333  -0.14
C 1.864 -0.559 0.219  0.34
N 2.966 -0.325 -0.184  0.18
N 3.942 0.539 -0.251  -0.48
H -0.624 0.233 2.068  0.39
H -2.315 -0.524 1.698  0.32
H -1.775 1.273 1.598  0.41
H -2.036 -0.173 -2.022  0.40
H -2.670 1.208 -0.966  0.32
H -2.962 -0.561 -0.580  0.44
H 0.583 1.221 -1.029  0.16
H -0.615 2.072 -0.110  0.26
H -1.125 -2.064 -0.115  0.36
H -0.140 -1.226 -1.443  0.50
H 0.645 -1.849 1.279  0.38
H 4.868 0.188 -0.498  0.28
H 3.950 1.269 0.404  0.25

=====

# 2
The following is a quantum chemistry calculation of a gas-phase ion, C5H13N4O (charge +1) in a non-equilibrium geometry, from the OMol25 dataset.

Calculated values
E: -13392.5291 eV
energy relative to the best compared isomer or geometry (same formula, charge and spin): 4.9915 eV
net charge: +1

Each line ends with the Mulliken charge.
Element x y z (Å)
C -0.508 1.431 -0.108  0.65
C -1.915 0.996 0.390  -0.59
C -1.674 -0.292 1.069  -0.47
C 1.527 0.226 -0.836  -0.60
C 2.178 -0.071 0.524  -0.42
N -0.209 2.670 -0.176  -0.66
N 0.143 0.447 -0.671  -0.04
N -1.644 -1.686 -0.948  -0.68
N -0.914 -1.123 0.107  0.15
O 2.163 -1.484 0.711  -0.51
H -2.372 1.821 0.972  0.37
H -2.423 0.824 -0.545  0.29
H -1.008 -0.290 1.992  0.34
H -2.667 -0.818 1.160  0.30
H 1.996 1.180 -1.071  0.29
H 1.787 -0.368 -1.670  0.38
H 1.524 0.287 1.349  0.20
H 3.189 0.328 0.594  0.47
H 0.849 2.811 -0.539  0.24
H -1.905 -1.092 -1.702  0.29
H -0.989 -2.314 -1.427  0.30
H -0.122 -1.694 0.484  0.37
H 2.993 -1.789 0.339  0.34

=====

# 3
The following is a quantum chemistry calculation of a gas-phase ion, C5H13N4O (charge +1) in a non-equilibrium geometry, from the OMol25 dataset.

Calculated values
E: -13394.4977 eV
energy relative to the best compared isomer or geometry (same formula, charge and spin): 3.0229 eV
net charge: +1
SMILES string: NC1(N)C=C[NH2+]N1CCO

Each line ends with the Mulliken charge.
Element x y z (Å)
N 1.633 -1.003 -1.210  -0.50
C 1.484 -0.338 0.046  0.74
N 2.262 -0.837 1.162  -0.64
C 1.737 1.186 -0.286  -0.88
C 0.675 1.919 -0.055  -0.34
N -0.361 1.168 0.549  -0.16
N -0.081 -0.271 0.367  -0.30
C -1.001 -0.849 -0.588  -0.60
C -2.447 -0.654 -0.018  -0.56
O -2.780 0.735 -0.046  -0.53
H 2.053 -0.474 -1.948  0.22
H 1.982 -1.916 -1.094  0.20
H 2.057 -0.300 2.125  0.30
H 2.009 -1.815 1.406  0.31
H 2.693 1.476 -0.738  0.46
H 0.594 3.002 -0.276  0.46
H -0.477 1.410 1.575  0.40
H -1.544 1.232 0.375  0.43
H -0.734 -1.905 -0.713  0.46
H -0.851 -0.361 -1.510  0.43
H -2.277 -1.119 0.984  0.33
H -3.089 -1.257 -0.639  0.42
H -3.538 0.970 0.535  0.37

=====

# 4
The following is a quantum chemistry calculation of a gas-phase ion, C5H13N4O2S (charge +1) in a non-equilibrium geometry, from the OMol25 dataset.

Calculated values
E: -26276.4860 eV
energy relative to the best compared isomer or geometry (same formula, charge and spin): 0.2329 eV
net charge: +1
SMILES string: C=CCN([NH+]=C(N)N)S(C)(=O)=O

Each line ends with the Mulliken charge.
Element x y z (Å)
C -0.719 0.015 3.333  -0.78
C -0.024 0.234 2.222  -0.02
C -0.646 1.003 1.162  -0.25
N -0.663 0.101 -0.434  -0.30
N -0.329 -1.207 -0.418  -0.17
C 0.892 -1.732 -0.584  0.67
N 1.010 -3.038 -0.654  -0.43
N 1.932 -0.944 -0.457  -0.26
S -0.027 0.993 -1.732  1.08
C -1.230 2.278 -1.966  -0.96
O 0.026 -0.023 -2.717  -0.61
O 1.202 1.518 -1.164  -0.68
H -0.257 -0.458 4.294  0.24
H -1.852 0.309 3.547  0.20
H 1.043 0.063 2.303  0.35
H -0.317 2.008 0.857  0.29
H -1.642 1.230 1.531  0.28
H -1.127 -1.917 -0.634  0.25
H 1.876 -3.400 -1.021  0.24
H 0.279 -3.602 -0.256  0.23
H 2.757 -1.499 -0.528  0.17
H 1.908 0.170 -0.631  0.32
H -1.163 3.063 -1.159  0.34
H -0.687 2.900 -2.608  0.46
H -2.242 1.937 -2.288  0.34